[1]
{"formula": "C4H12N2O2S", "method": "wB97M-V/def2-TZVPD", "species": ["C", "C", "C", "C", "N", "N", "O", "O", "S", "H", "H", "H", "H", "H", "H", "H", "H", "H", "H", "H", "H"], "positions_angstrom": [[-3.0058, 0.0351, 0.8087], [1.8984, 1.9359, -0.4903], [0.3684, -0.9960, -2.0883], [0.7894, -0.8647, 1.7961], [-1.6320, -0.5865, 0.7165], [0.8408, 1.0065, -0.9857], [-0.3812, 1.5896, 1.7598], [1.3793, -0.2432, -1.3844], [-0.3273, 0.3099, 0.9188], [-2.8866, 1.0503, 0.9705], [-3.4864, -0.3219, 1.8078], [-3.5003, -0.3954, -0.0771], [2.3738, 2.3919, -1.3711], [1.4428, 2.6073, 0.1990], [2.7882, 1.4832, -0.0528], [0.8715, -2.0461, -2.1447], [0.2483, -0.5646, -3.0708], [-0.3941, -0.9912, -1.3260], [0.6721, -0.7078, 2.9190], [0.7250, -1.7928, 1.3025], [1.7949, -0.5668, 1.6854]], "forces_ev_per_angstrom": [[1.1, -3.4, 1.3], [0.6, -1.8, -1.3], [2.4, -1.5, 1.3], [-0.4, 1.8, 1.2], [1.3, 1.2, 0.8], [0.0, -1.0, 0.5], [0.0, -2.6, -1.9], [1.0, 1.8, 0.3], [-1.3, 1.5, 2.1], [-0.4, 2.3, -0.5], [0.7, 0.2, -1.8], [-0.4, 1.0, 0.6], [-0.7, 0.4, 0.0], [-0.4, 0.7, 0.2], [-0.3, -0.6, 0.5], [-1.2, 1.8, -0.1], [-0.7, 0.0, -0.1], [-1.3, -0.4, -0.9], [-0.8, -0.8, -1.6], [-0.6, -1.4, 0.1], [1.2, 0.8, -0.7]], "multiplicity": 1, "homo_energy_ev": [-8.23, -7.98], "orbital_gap_ev": [7.7, 8.1], "lumo_ev": [-0.57, 0.11], "total_energy_ha": -817.539107}



[2]
{"formula": "C3H7ClN5", "method": "wB97M-V/def2-TZVPD", "species": ["N", "C", "N", "C", "N", "Cl", "N", "C", "N", "H", "H", "H", "H", "H", "H", "H"], "positions_angstrom": [[1.9481, 1.6491, -0.1839], [1.0147, 0.7370, -0.0354], [-0.1741, 1.0332, 0.3454], [-1.2027, 0.1464, 0.3722], [-1.6092, -0.1979, 1.6706], [-2.6173, 0.7208, -0.8117], [-0.7689, -1.2241, -0.3084], [0.4101, -1.3526, -0.8098], [1.4054, -0.5574, -0.6001], [1.6656, 2.5980, 0.1560], [2.7552, 1.3715, -0.7448], [-1.6203, 0.6864, 2.2546], [-2.4772, -0.8061, 1.6353], [-1.6151, -1.7315, -0.5327], [0.5692, -2.3505, -1.2424], [2.3167, -0.7223, -1.1650]], "forces_ev_per_angstrom": [[0.6, 1.1, 0.5], [-1.0, -0.5, -1.3], [1.4, 0.5, 0.0], [-0.1, -2.4, -0.6], [-1.1, 0.7, -0.2], [1.0, -0.4, 0.9], [-1.4, 3.1, 0.8], [-1.6, -4.1, -0.1], [1.9, 1.9, -0.5], [1.0, -1.1, -0.8], [-0.2, 1.2, 0.7], [-0.5, -1.7, -0.7], [1.2, 1.5, 0.7], [0.6, -0.8, -0.5], [0.3, 0.7, -0.4], [-2.2, 0.5, 1.6]], "multiplicity": 1, "smiles": "NC1=N[C@@](N)(Cl)[NH+]=CN1", "charge": 1, "homo_energy_ev": -13.90, "orbital_gap_ev": 10.1, "lumo_ev": -3.80, "total_energy_ha": -852.243509}



[3]
{"formula": "C4H6N2S2", "method": "wB97M-V/def2-TZVPD", "species": ["H", "N", "C", "C", "C", "N", "S", "C", "S", "H", "H", "H", "H", "H"], "positions_angstrom": [[0.5228, 2.1280, -0.6429], [-0.0570, 1.1333, -0.6789], [0.4018, 0.0554, -0.2165], [1.7244, -0.0873, 0.4569], [2.8319, 0.1965, -0.2714], [-0.5579, -0.9898, -0.1211], [-2.0467, -0.7826, -0.7834], [-3.1565, -0.1329, 0.3401], [-4.7429, 0.4020, -0.0682], [1.6383, -0.4478, 1.4824], [3.7307, 0.1130, 0.3496], [2.7641, 0.3100, -1.4427], [-0.3205, -1.8690, 0.2428], [-2.7325, -0.0288, 1.3534]], "forces_ev_per_angstrom": [[-1.3, -4.1, 0.0], [1.1, 3.9, -0.6], [-0.6, 0.8, 1.0], [-0.1, -0.1, -2.0], [-1.1, -1.0, 0.2], [0.8, 1.3, 0.3], [-1.5, -0.4, -1.5], [-1.8, 1.2, 0.1], [3.1, -1.2, 0.7], [0.7, 0.3, -0.1], [0.3, 0.2, -1.1], [0.4, 0.1, 2.8], [0.4, -1.1, 0.4], [-0.4, 0.0, -0.3]], "multiplicity": 1, "smiles": "[H]/N=C(\\C=C)NSC=S", "homo_energy_ev": -8.51, "orbital_gap_ev": 8.3, "lumo_ev": -0.18, "total_energy_ha": -1061.797982}



[4]
{"formula": "C26H34CoN6S", "method": "wB97M-V/def2-TZVPD", "species": ["Co", "C", "C", "C", "N", "C", "C", "C", "C", "C", "C", "C", "N", "C", "C", "C", "N", "C", "C", "C", "C", "C", "C", "C", "N", "C", "C", "H", "H", "H", "H", "H", "H", "H", "H", "H", "H", "H", "H", "H", "H", "H", "H", "H", "H", "H", "H", "H", "H", "H", "H", "H", "H", "S", "C", "N", "C", "C", "C", "N", "H", "H", "H", "H", "H", "H", "H", "H"], "positions_angstrom": [[-0.1500, 0.0626, -1.1037], [1.8959, -1.9514, 0.6397], [3.0801, -1.7021, -0.2948], [2.7783, -0.8252, -1.5278], [1.8259, 0.2522, -1.3556], [2.2604, 1.4769, -1.0719], [3.4778, 1.7149, -0.3988], [4.1714, 2.8889, -0.1849], [3.9581, 4.1386, -0.7505], [2.8869, 4.5140, -1.5540], [1.7172, 3.8368, -1.8120], [1.3053, 2.5289, -1.4430], [0.0647, 2.1088, -1.5328], [-0.9619, 3.0222, -1.9715], [-2.3565, 2.4146, -1.8786], [-2.5172, 1.1566, -2.7403], [-1.9324, 0.0132, -2.0914], [-2.5966, -1.0948, -1.8668], [-3.8886, -1.3665, -2.3959], [-4.8328, -2.2903, -2.0261], [-4.8040, -3.2129, -0.9809], [-3.6950, -3.5842, -0.2436], [-2.3821, -3.1823, -0.4120], [-1.8227, -2.1303, -1.1572], [-0.5061, -1.9378, -1.2301], [0.3737, -3.0740, -1.0784], [1.0688, -3.1809, 0.2828], [1.2489, -1.0622, 0.6443], [2.2780, -2.0844, 1.6538], [3.4754, -2.6561, -0.6492], [3.8741, -1.2273, 0.2834], [2.3797, -1.4497, -2.3318], [3.7305, -0.4133, -1.8870], [3.9108, 0.8372, 0.0582], [5.0436, 2.8061, 0.4522], [4.7121, 4.8906, -0.5611], [2.9583, 5.5034, -1.9897], [1.0038, 4.3864, -2.4090], [-0.7784, 3.3030, -3.0191], [-0.9425, 3.9377, -1.3642], [-3.0805, 3.1611, -2.2122], [-2.5757, 2.1611, -0.8407], [-2.0014, 1.3037, -3.6965], [-3.5853, 1.0161, -2.9291], [-4.1759, -0.7448, -3.2332], [-5.7532, -2.2688, -2.5961], [-5.7301, -3.7261, -0.7625], [-3.8522, -4.3407, 0.5148], [-1.6702, -3.7237, 0.1961], [1.1390, -2.9888, -1.8544], [-0.1707, -4.0065, -1.2737], [1.7166, -4.0593, 0.2667], [0.3208, -3.3474, 1.0631], [-1.3355, 0.5694, 1.0841], [-0.5700, 0.4045, 2.5900], [-0.3323, 1.4983, 3.3108], [0.1905, 1.4843, 4.6616], [-0.1523, 0.1508, 5.3191], [0.2747, -1.0003, 4.4129], [-0.2706, -0.7970, 3.0852], [-0.5768, 2.3783, 2.8822], [-0.2623, 2.3052, 5.2219], [1.2759, 1.6389, 4.6347], [-1.2294, 0.0952, 5.4849], [0.3471, 0.0718, 6.2819], [-0.1037, -1.9464, 4.8045], [1.3678, -1.0625, 4.3584], [-0.5195, -1.5972, 2.5250]], "forces_ev_per_angstrom": [[0.7, 1.4, -0.4], [0.0, 0.0, 0.0], [-0.1, 0.2, 0.0], [0.2, -0.1, 0.1], [-0.2, -0.4, 0.1], [0.6, -0.1, 0.1], [-0.5, -0.2, -0.2], [0.0, 0.7, -0.3], [0.2, -0.2, 0.2], [0.1, -0.1, 0.2], [0.0, -0.1, -0.1], [-0.4, 0.3, 0.1], [0.1, -0.5, -0.1], [-0.2, 0.2, 0.1], [0.4, -0.1, -0.1], [-0.4, 0.4, -0.2], [-0.7, -1.1, 0.6], [0.7, 1.1, 0.0], [-0.8, -0.3, -0.4], [0.1, 0.5, -0.3], [0.0, -0.2, 0.2], [0.2, 0.0, 0.0], [-0.3, -0.6, 0.3], [1.3, 0.2, -0.4], [-1.1, -0.5, -0.1], [0.2, -0.6, 0.4], [0.0, 0.3, -0.1], [0.2, -0.1, 0.2], [-0.1, 0.1, 0.1], [0.1, 0.0, 0.0], [0.0, -0.1, 0.0], [0.1, 0.0, 0.0], [-0.1, -0.1, 0.0], [0.1, -0.1, 0.0], [0.1, 0.0, 0.0], [0.0, 0.0, 0.0], [-0.1, 0.0, 0.0], [-0.1, 0.0, 0.0], [0.0, 0.1, 0.1], [0.0, 0.0, -0.1], [0.0, -0.1, 0.0], [-0.1, 0.1, 0.0], [-0.1, 0.0, 0.0], [0.2, 0.0, -0.1], [0.0, 0.0, 0.0], [0.0, 0.1, 0.0], [0.0, 0.0, 0.0], [0.0, 0.0, 0.0], [0.0, 0.0, 0.0], [-0.1, 0.0, 0.0], [0.1, 0.1, 0.0], [0.0, -0.1, 0.0], [-0.1, -0.1, 0.0], [-0.5, -0.1, -0.4], [0.0, -0.1, -0.1], [-0.1, -0.1, -0.1], [0.2, -0.1, 0.4], [0.1, 0.0, -0.2], [0.2, 0.0, 0.4], [-0.1, 0.1, 0.0], [0.0, -0.2, -0.1], [0.1, 0.0, -0.1], [-0.1, 0.0, 0.1], [0.0, 0.0, 0.0], [0.0, 0.0, 0.0], [0.1, 0.1, -0.1], [-0.1, 0.0, 0.1], [0.0, 0.2, -0.1]], "multiplicity": 5, "charge": 1, "homo_energy_ev": [-9.14, -9.25], "orbital_gap_ev": [6.3, 4.2], "s2": 6.108, "lumo_ev": [-2.86, -5.04], "total_energy_ha": -3120.397544}



Computed ΔE to the lowest compared entry with this formula, charge and spin, in the same sequence as the records: 170.72, 0.00, 74.16, 18.18 kcal per mole.